Entry 1:
{
  "formula": "C36H46AuN4P2Si2",
  "method": "ωB97M-V with the def2-TZVPD basis set",
  "elements": ["Au", "C", "Si", "C", "C", "N", "P", "C", "P", "N", "Si", "C", "C", "C", "C", "C", "C", "C", "C", "C", "C", "C", "C", "C", "C", "C", "C", "C", "C", "C", "C", "C", "C", "C", "C", "C", "C", "C", "H", "H", "H", "H", "H", "H", "H", "H", "H", "H", "H", "H", "H", "H", "H", "H", "H", "H", "H", "H", "H", "H", "H", "H", "H", "H", "H", "H", "H", "H", "H", "H", "H", "H", "H", "H", "H", "H", "C", "C", "C", "C", "N", "N", "C", "H", "H", "H", "H", "H", "H", "H", "H"],
  "xyz": [[-0.042, -0.549, 0.369], [3.090, -2.075, 2.072], [3.448, -0.973, 0.614], [3.994, -2.040, -0.819], [4.794, 0.239, 1.049], [1.985, -0.097, 0.239], [1.559, 1.265, -0.555], [0.015, 1.534, 0.139], [-1.694, 1.519, 0.082], [-2.021, -0.080, -0.052], [-3.480, -1.028, 0.122], [-3.752, -1.522, 1.901], [-4.939, -0.035, -0.480], [-3.296, -2.552, -0.937], [-2.406, 2.503, -1.238], [-2.685, 3.858, -1.078], [-3.107, 4.608, -2.166], [-3.248, 4.010, -3.410], [-2.956, 2.661, -3.577], [-2.528, 1.909, -2.495], [-2.366, 2.143, 1.639], [-1.600, 2.042, 2.799], [-2.153, 2.365, 4.029], [-3.469, 2.800, 4.107], [-4.232, 2.917, 2.955], [-3.684, 2.589, 1.724], [2.715, 2.613, -0.338], [2.579, 3.430, 0.784], [3.514, 4.423, 1.030], [4.586, 4.594, 0.164], [4.722, 3.784, -0.956], [3.786, 2.794, -1.211], [1.461, 0.995, -2.343], [1.636, -0.269, -2.895], [1.436, -0.471, -4.255], [1.055, 0.590, -5.063], [0.880, 1.855, -4.516], [1.082, 2.058, -3.161], [4.029, -2.491, 2.446], [2.444, -2.912, 1.804], [2.626, -1.520, 2.890], [4.883, -2.611, -0.540], [4.245, -1.450, -1.703], [3.219, -2.761, -1.096], [5.602, -0.284, 1.565], [4.420, 1.021, 1.714], [5.222, 0.724, 0.170], [-3.508, -0.704, 2.583], [-3.146, -2.389, 2.168], [-4.797, -1.794, 2.065], [-5.224, 0.748, 0.222], [-5.796, -0.706, -0.578], [-4.763, 0.422, -1.456], [-2.520, -3.220, -0.559], [-3.060, -2.291, -1.971], [-4.234, -3.113, -0.941], [-2.573, 4.328, -0.109], [-3.330, 5.659, -2.041], [-3.585, 4.597, -4.254], [-3.061, 2.199, -4.549], [-2.286, 0.860, -2.617], [-0.568, 1.722, 2.724], [-1.553, 2.285, 4.926], [-3.898, 3.057, 5.067], [-5.254, 3.268, 3.013], [-4.285, 2.687, 0.828], [1.739, 3.280, 1.451], [3.409, 5.062, 1.897], [5.317, 5.367, 0.359], [5.555, 3.927, -1.630], [3.886, 2.168, -2.090], [1.950, -1.087, -2.258], [1.590, -1.453, -4.685], [0.901, 0.434, -6.123], [0.586, 2.683, -5.147], [0.938, 3.046, -2.737], [0.135, -5.689, -1.661], [0.040, -4.715, -0.538], [-0.086, -4.897, 0.822], [-0.145, -3.611, 1.387], [-0.060, -2.704, 0.423], [0.061, -3.384, -0.737], [-0.273, -3.218, 2.820], [0.153, -6.702, -1.270], [1.043, -5.532, -2.243], [-0.722, -5.597, -2.331], [-0.124, -5.836, 1.346], [0.094, -2.883, -1.610], [-0.010, -4.054, 3.464], [-1.293, -2.916, 3.055], [0.387, -2.383, 3.050]],
  "atomic_forces_ev_per_a": [[-0.010, -0.309, -0.003], [0.029, -0.009, 0.024], [-0.053, 0.012, 0.067], [-0.001, -0.054, -0.017], [0.018, 0.057, -0.002], [-0.210, 0.192, -0.369], [0.207, 0.405, -0.042], [0.037, -1.108, 0.460], [-0.120, 0.377, -0.117], [0.182, 0.357, 0.085], [0.019, -0.023, 0.035], [-0.016, -0.003, 0.020], [-0.024, 0.015, -0.048], [-0.010, -0.038, -0.002], [0.026, -0.090, -0.078], [0.022, 0.017, -0.026], [0.004, 0.006, 0.009], [0.003, -0.010, -0.010], [0.000, 0.001, 0.008], [-0.019, 0.032, 0.015], [0.007, 0.060, -0.073], [-0.003, 0.017, -0.021], [-0.008, 0.007, -0.007], [0.026, -0.006, 0.013], [-0.012, 0.008, -0.019], [-0.031, -0.023, 0.013], [-0.100, 0.051, 0.038], [0.020, -0.018, -0.009], [-0.003, -0.002, -0.004], [-0.006, 0.007, 0.009], [0.005, -0.004, -0.011], [-0.008, 0.022, -0.008], [0.014, -0.016, 0.004], [0.015, 0.037, -0.008], [0.005, -0.001, 0.013], [0.001, -0.009, -0.005], [-0.002, 0.018, 0.008], [-0.008, -0.013, 0.005], [-0.015, -0.021, 0.010], [-0.003, 0.003, -0.004], [0.008, 0.012, 0.000], [0.005, 0.000, -0.010], [0.009, 0.000, 0.000], [0.007, -0.004, -0.001], [0.011, -0.004, -0.014], [0.018, -0.003, 0.012], [-0.010, 0.011, -0.001], [-0.010, 0.006, -0.001], [0.012, 0.005, 0.018], [0.003, -0.012, 0.008], [0.002, 0.017, 0.006], [-0.003, 0.002, 0.001], [-0.005, 0.004, 0.003], [-0.006, -0.005, 0.010], [0.000, 0.000, -0.003], [0.005, -0.006, -0.012], [-0.005, 0.000, -0.007], [0.000, 0.003, -0.001], [0.000, 0.000, -0.002], [0.000, 0.000, -0.003], [-0.001, -0.004, -0.003], [-0.003, -0.010, 0.002], [-0.001, 0.003, 0.002], [0.001, -0.002, 0.003], [-0.002, -0.002, -0.002], [-0.005, -0.001, 0.009], [0.001, -0.001, 0.003], [0.001, 0.001, 0.001], [0.001, 0.002, 0.001], [0.000, -0.002, -0.001], [0.002, -0.002, 0.002], [-0.010, -0.011, 0.000], [-0.002, -0.002, -0.004], [0.002, -0.002, -0.002], [-0.002, 0.000, -0.001], [-0.004, 0.004, -0.005], [0.003, 0.014, 0.009], [0.000, -0.013, -0.019], [-0.012, 0.034, 0.005], [-0.018, -0.011, 0.066], [0.028, 0.075, -0.015], [0.018, -0.020, 0.023], [0.002, -0.002, -0.025], [0.000, -0.002, -0.003], [0.002, -0.002, 0.000], [-0.003, -0.001, 0.000], [-0.003, -0.004, 0.000], [-0.001, -0.001, -0.002], [0.007, 0.005, 0.006], [-0.010, -0.014, 0.001], [-0.006, 0.003, -0.005]],
  "mulliken_charge": [1.52, -0.89, -0.20, -1.03, -1.13, 0.14, 1.17, -1.12, 1.34, 0.34, -0.28, -0.91, -1.06, -0.90, 0.72, -0.52, -0.80, -0.62, -0.76, -0.59, 0.49, -0.98, -0.72, -0.59, -0.97, -0.28, 0.23, -0.50, -0.67, -0.57, -0.67, -0.56, 0.87, -0.31, -1.05, -0.66, -0.77, -0.40, 0.44, 0.18, 0.28, 0.46, 0.33, 0.26, 0.45, 0.30, 0.31, 0.27, 0.19, 0.46, 0.28, 0.47, 0.30, 0.12, 0.28, 0.43, 0.51, 0.45, 0.43, 0.46, 0.43, 0.27, 0.45, 0.41, 0.44, 0.60, 0.36, 0.46, 0.41, 0.43, 0.50, 0.25, 0.47, 0.42, 0.47, 0.48, -1.34, 0.54, -0.82, -0.11, -0.09, 0.70, -1.05, 0.37, 0.31, 0.31, 0.54, 0.12, 0.42, 0.17, 0.13],
  "relative_energy_kj_mol": 0.0,
  "charge": 1,
  "e_lumo_ha": -0.1042,
  "e_homo_ha": -0.3835,
  "max_force_ev_per_a": 1.20
}

Entry 2:
{
  "formula": "C34H53CaN6O5S6Si",
  "method": "ωB97M-V with the def2-TZVPD basis set",
  "elements": ["Ca", "C", "N", "C", "C", "C", "N", "C", "C", "H", "H", "H", "H", "H", "H", "H", "H", "H", "H", "H", "H", "H", "H", "H", "H", "O", "C", "C", "C", "C", "C", "C", "C", "O", "N", "N", "C", "S", "C", "C", "S", "H", "H", "H", "H", "H", "H", "H", "H", "H", "C", "Si", "C", "C", "O", "H", "H", "H", "H", "H", "H", "H", "H", "H", "C", "S", "C", "O", "H", "H", "H", "H", "H", "H", "O", "C", "C", "C", "C", "C", "S", "C", "C", "C", "C", "S", "C", "C", "C", "C", "S", "H", "H", "H", "H", "H", "H", "H", "H", "H", "N", "N", "H", "H", "H", "H"],
  "xyz": [[0.776, 0.208, 0.469], [-2.340, -0.871, 2.306], [-0.907, -1.122, 2.385], [-0.641, -2.515, 2.028], [-0.407, -0.832, 3.728], [1.069, -0.460, 3.745], [1.299, 0.825, 3.094], [0.863, 1.952, 3.890], [2.689, 1.009, 2.690], [-2.899, -1.469, 3.045], [-2.700, -1.127, 1.311], [-2.550, 0.186, 2.481], [-1.122, -3.204, 2.743], [0.430, -2.699, 1.998], [-1.036, -2.716, 1.033], [-0.574, -1.692, 4.398], [-0.996, -0.008, 4.136], [1.638, -1.211, 3.193], [1.435, -0.453, 4.787], [1.462, 2.054, 4.811], [-0.184, 1.851, 4.175], [0.963, 2.866, 3.303], [3.377, 1.061, 3.550], [2.779, 1.938, 2.122], [2.983, 0.175, 2.052], [0.689, -3.213, -1.318], [-0.299, -3.429, -2.205], [-0.165, -4.563, -3.012], [-1.131, -4.882, -3.943], [-2.256, -4.076, -4.089], [-2.393, -2.959, -3.287], [-1.432, -2.611, -2.334], [-1.621, -1.385, -1.491], [-0.607, -0.893, -0.899], [-2.852, -0.933, -1.468], [-3.036, 0.252, -0.766], [-4.264, 0.414, -0.500], [-5.495, -0.775, -0.988], [-6.873, 0.098, -0.192], [-6.580, 1.586, -0.217], [-4.892, 1.806, 0.394], [0.578, -2.329, -0.913], [0.721, -5.171, -2.880], [-1.005, -5.762, -4.563], [-3.014, -4.315, -4.824], [-3.257, -2.316, -3.376], [-6.990, -0.249, 0.835], [-7.782, -0.136, -0.749], [-7.245, 2.146, 0.440], [-6.658, 1.981, -1.231], [2.601, -4.353, 1.368], [3.251, -2.668, 0.812], [4.645, -2.258, 2.035], [4.044, -2.913, -0.876], [2.125, -1.532, 0.831], [3.382, -5.116, 1.296], [1.762, -4.663, 0.741], [2.260, -4.327, 2.408], [5.418, -3.033, 2.032], [4.253, -2.182, 3.054], [5.129, -1.306, 1.798], [4.877, -3.621, -0.827], [4.422, -1.974, -1.292], [3.302, -3.301, -1.578], [-1.947, 3.698, -0.545], [-1.771, 2.711, 0.930], [-1.854, 4.058, 2.115], [-0.336, 2.268, 0.967], [-1.199, 4.490, -0.522], [-2.961, 4.097, -0.574], [-1.768, 3.037, -1.400], [-2.835, 4.527, 2.045], [-1.061, 4.773, 1.895], [-1.716, 3.635, 3.108], [1.870, 1.298, -1.049], [2.974, 1.604, -1.790], [4.215, 1.713, -0.896], [4.721, 0.711, -0.124], [5.831, 1.119, 0.662], [6.153, 2.429, 0.466], [5.106, 3.165, -0.670], [3.230, 0.513, -2.824], [4.350, 0.181, -3.524], [4.130, -0.894, -4.431], [2.847, -1.349, -4.388], [1.904, -0.489, -3.248], [2.750, 2.930, -2.519], [3.191, 3.382, -3.727], [2.741, 4.700, -4.021], [1.968, 5.214, -3.024], [1.773, 4.104, -1.735], [4.282, -0.277, -0.116], [6.364, 0.467, 1.341], [6.947, 2.994, 0.926], [5.303, 0.673, -3.376], [4.896, -1.322, -5.063], [2.416, -2.171, -4.937], [3.801, 2.781, -4.386], [2.971, 5.230, -4.935], [1.489, 6.180, -2.994], [-0.258, 1.971, -4.213], [-0.779, 1.766, -2.892], [0.570, 1.397, -4.356], [0.054, 2.935, -4.259], [-0.024, 1.568, -2.232], [-1.386, 0.957, -2.919]],
  "atomic_forces_ev_per_a": [[-0.083, -0.054, 0.456], [-0.004, 0.001, -0.006], [0.069, -0.033, -0.040], [-0.018, -0.010, 0.013], [0.001, 0.018, 0.000], [-0.020, 0.007, 0.029], [0.156, -0.058, -0.249], [-0.053, 0.020, -0.014], [0.039, -0.021, 0.099], [0.004, 0.003, 0.005], [0.005, 0.000, 0.009], [-0.001, -0.002, -0.004], [-0.008, 0.003, -0.003], [0.017, -0.003, 0.009], [0.008, 0.004, -0.004], [-0.001, -0.004, -0.005], [0.006, -0.001, 0.003], [0.003, 0.002, 0.003], [-0.001, 0.010, -0.002], [-0.003, -0.011, 0.001], [-0.004, 0.009, -0.015], [0.000, 0.001, -0.003], [-0.010, -0.003, 0.005], [0.034, -0.004, -0.006], [0.113, -0.003, 0.044], [-0.010, -0.016, 0.001], [0.016, -0.004, 0.019], [-0.002, -0.007, -0.007], [0.000, 0.001, 0.002], [-0.002, 0.009, 0.003], [-0.005, 0.009, 0.000], [0.014, 0.024, -0.015], [0.038, 0.106, -0.116], [-0.120, -0.222, 0.006], [-0.031, 0.005, 0.019], [-0.021, 0.006, -0.015], [0.006, -0.006, -0.023], [0.000, 0.004, 0.000], [-0.006, -0.002, 0.001], [-0.002, -0.007, 0.000], [-0.005, 0.009, 0.005], [-0.015, 0.003, -0.005], [0.000, 0.001, -0.002], [0.001, 0.000, 0.002], [-0.001, 0.000, 0.000], [-0.004, 0.000, -0.002], [-0.001, 0.000, -0.001], [0.000, 0.000, 0.000], [-0.001, 0.000, 0.000], [0.001, 0.000, 0.000], [0.008, 0.006, -0.003], [-0.016, -0.026, 0.041], [0.023, 0.032, 0.002], [0.008, 0.005, -0.040], [-0.078, 0.029, -0.042], [-0.007, -0.002, 0.000], [-0.005, 0.000, -0.010], [-0.006, 0.003, -0.001], [-0.002, -0.011, 0.004], [-0.001, 0.001, 0.001], [-0.044, -0.085, 0.027], [0.000, -0.002, -0.004], [0.001, -0.076, -0.028], [-0.004, 0.005, 0.002], [-0.010, -0.017, 0.005], [0.025, 0.007, -0.040], [-0.004, 0.012, -0.004], [-0.107, 0.028, 0.019], [0.006, -0.002, -0.012], [0.003, -0.001, 0.004], [0.004, 0.022, 0.006], [0.002, 0.005, 0.004], [0.002, -0.002, -0.002], [0.003, -0.003, 0.002], [0.041, 0.249, -0.070], [0.018, -0.075, -0.007], [0.005, 0.009, 0.007], [-0.038, -0.029, 0.013], [0.018, 0.039, -0.011], [-0.001, 0.000, 0.000], [0.004, 0.010, -0.005], [0.010, 0.020, -0.028], [-0.013, 0.004, -0.001], [-0.005, -0.016, 0.020], [0.015, 0.006, -0.038], [0.095, -0.147, 0.084], [-0.010, -0.017, -0.002], [0.010, -0.009, 0.012], [-0.022, 0.005, 0.009], [0.023, 0.011, -0.007], [-0.082, -0.032, -0.032], [0.045, 0.142, 0.002], [0.009, 0.029, -0.014], [-0.001, 0.002, 0.000], [-0.001, -0.003, 0.004], [0.000, -0.004, 0.003], [-0.004, 0.003, -0.005], [0.002, 0.001, 0.000], [0.001, 0.000, -0.001], [0.003, 0.001, -0.001], [-0.021, 0.104, -0.016], [0.011, 0.022, -0.006], [-0.035, 0.025, -0.012], [-0.006, 0.005, 0.011], [0.023, -0.056, -0.029], [0.007, -0.011, -0.007]],
  "mulliken_charge": [2.67, -1.29, 1.61, -1.03, -1.46, -0.34, 1.38, -1.23, -1.28, 0.39, 0.20, 0.20, 0.35, -0.03, 0.10, 0.37, 0.38, -0.28, 0.49, 0.32, 0.24, 0.20, 0.37, 0.37, 0.01, 0.09, 0.32, -0.86, -0.40, -0.95, -0.87, 0.45, -1.15, 1.38, -0.47, 0.51, -0.20, -0.07, -0.56, -0.63, -0.04, -0.63, 0.46, 0.41, 0.39, 0.45, 0.27, 0.37, 0.38, 0.28, -1.37, 0.87, -0.98, -0.87, 0.34, 0.44, 0.18, 0.27, 0.48, 0.25, -0.06, 0.48, 0.27, 0.11, -0.77, 0.56, -1.22, -1.09, 0.40, 0.46, 0.13, 0.41, 0.36, 0.28, -1.14, 2.65, -1.25, 0.17, -0.97, -0.54, -0.17, -0.81, 0.05, -1.09, -0.61, 0.23, -0.69, -0.57, -0.67, -0.64, 0.07, 0.05, 0.39, 0.44, 0.56, 0.37, 0.51, 0.53, 0.38, 0.43, -0.74, -0.04, 0.31, 0.26, -0.23, 0.24],
  "relative_energy_kj_mol": 0.0,
  "charge": -1,
  "e_lumo_ha": 0.0676,
  "e_homo_ha": -0.1903,
  "max_force_ev_per_a": 0.47
}

Entry 3:
{
  "formula": "C4H12NOSe2",
  "method": "ωB97M-V with the def2-TZVPD basis set",
  "elements": ["C", "C", "C", "C", "N", "O", "Se", "Se", "H", "H", "H", "H", "H", "H", "H", "H", "H", "H", "H", "H"],
  "xyz": [[0.811, 1.340, 0.451], [-0.603, 1.515, 0.948], [-2.557, -1.629, -0.967], [2.012, -0.603, -0.573], [1.054, -0.089, 0.280], [-1.566, 1.013, -0.038], [-2.518, -1.601, 0.781], [3.996, -0.345, 0.251], [1.428, 1.936, 1.139], [0.928, 1.805, -0.558], [-0.858, 0.986, 1.803], [-0.899, 2.573, 1.020], [-3.349, -1.839, -1.566], [-1.688, -1.045, -1.265], [1.897, -1.509, -1.126], [2.125, 0.179, -1.400], [1.138, -0.449, 1.255], [-1.469, 1.357, -0.870], [-4.117, -1.962, 0.829], [4.236, -1.633, -0.393]],
  "atomic_forces_ev_per_a": [[-0.149, 0.370, -1.125], [-1.042, 1.727, -3.631], [2.867, 2.066, 2.527], [3.018, 4.148, -1.678], [-1.488, -0.761, 3.090], [-0.509, -2.076, 3.586], [-3.275, -0.721, -0.400], [-1.613, -0.932, -0.861], [0.559, -0.597, -0.053], [-0.207, -0.102, 0.716], [-0.085, -0.874, 1.838], [0.632, -0.195, 0.643], [-2.186, -0.867, -1.650], [0.175, -0.686, -0.859], [-0.177, -1.082, 0.649], [-0.244, -1.081, 0.804], [-0.007, -0.195, -1.183], [0.771, 1.829, -2.989], [2.400, 0.106, 0.397], [0.560, -0.076, 0.179]],
  "mulliken_charge": [-0.64, -0.62, -0.22, -0.85, -0.13, -0.45, 0.35, -0.14, 0.31, 0.41, 0.33, 0.33, 0.40, 0.18, 0.52, 0.31, 0.32, 0.26, 0.21, 0.11],
  "relative_energy_kj_mol": 223.1,
  "charge": 1,
  "e_lumo_ha": [-0.2457, -0.2457],
  "e_homo_ha": [-0.4085, -0.4085],
  "max_force_ev_per_a": 5.40
}